No. 1
DFT (ωB97M-V with the def2-TZVPD basis set) results for C5H9NOS in the gas phase.

Computed properties:
Frontier orbital gap, eV: 8.901
Total charge: 0
Spin multiplicity: 1
Energy above the lowest of the compared OMol25 structures with the same formula, charge and spin, kcal per mole: 94.3
SMILES: CS/C(N)=C\C(C)=O

Geometry (Å):
C  0.8430  1.5703  1.3159
C  -1.0088  -0.5102  0.7445
C  -0.2046  -1.2610  -0.0964
C  0.7931  -0.8964  -1.0671
C  0.6047  0.3056  -2.0263
H  1.4239  1.9231  0.4313
H  1.1746  0.5152  1.7819
H  1.0139  2.1742  2.4190
H  -2.6445  -1.7808  1.1200
H  -2.2314  -0.4271  2.2559
H  -0.1258  -2.2931  -0.0748
H  1.4050  1.0256  -2.0220
H  0.5883  -0.3367  -3.0528
H  -0.3314  1.1507  -2.1880
N  -2.0919  -0.8683  1.4111
O  1.6216  -1.6768  -1.5587
S  -0.8299  1.3856  0.6067

Results of the Mulliken charge analysis, in e, for atoms 1 through 4: -0.65 0.44 -0.71 0.49

***

No. 2
DFT (ωB97M-V with the def2-TZVPD basis set) results for a molecular structure, C13H52CdF12N3O26S4.

Computed properties:
Frontier orbital gap, eV: 4.732
Total charge: -1
Spin multiplicity: 1

Geometry (Å):
Cd  1.9717  5.0615  -1.0419
C  -2.8132  -4.9324  6.7158
F  -1.7914  -5.6454  6.9468
F  -3.8858  -5.6951  6.3201
F  -3.0211  -4.1921  7.7681
S  -2.2832  -3.8732  5.2162
O  -1.5285  -4.7823  4.3281
O  -3.4117  -3.2654  4.5654
N  -1.0699  -2.8163  5.9977
S  -1.8398  -1.5042  6.4011
O  -3.2747  -1.6826  6.6790
O  -1.1367  -0.6840  7.3960
C  -1.8405  -0.5355  4.6091
F  -0.9346  0.4511  4.5607
F  -1.6056  -1.3691  3.5875
F  -2.9881  -0.0328  4.4049
C  4.6400  -3.3452  -2.0786
F  4.6829  -2.1024  -2.5347
F  4.1697  -4.2041  -3.0052
F  5.8664  -3.8075  -1.6875
S  3.3098  -3.3800  -0.6201
O  3.7207  -2.4038  0.3819
O  1.9923  -3.1659  -1.2765
N  3.4145  -5.0464  -0.1479
S  4.1830  -4.8612  1.1825
O  5.5587  -4.3529  1.1709
O  3.4027  -4.3714  2.3012
C  4.6359  -6.7507  1.4487
F  4.7441  -7.0747  2.7549
F  3.6506  -7.5390  0.9305
F  5.8081  -7.0113  0.8374
C  1.7078  0.2597  -0.2924
C  0.8843  0.8407  -1.4642
C  0.0334  -0.2248  -2.1875
C  -1.3104  -0.5288  -1.5248
C  -2.0869  0.6742  -1.0133
C  -1.2130  1.8280  -0.3370
N  0.0359  2.0266  -1.0317
O  0.7739  3.2617  -0.6207
C  -0.9458  1.3978  1.1435
C  -2.1504  2.9852  -0.2087
C  1.9664  1.2084  -2.4687
H  1.1568  -0.6063  0.0744
H  2.0071  1.0041  0.4455
H  2.6768  -0.1412  -0.5896
H  0.6177  -1.1442  -2.1514
H  -0.1039  0.0565  -3.2316
H  -1.2027  -1.1697  -0.6498
H  -1.9591  -1.0018  -2.2621
H  -2.7841  0.2906  -0.2684
H  -2.6913  1.0185  -1.8525
H  -0.1618  0.6681  1.3461
H  -1.7438  0.9605  1.7435
H  -0.7043  2.3236  1.6657
H  -3.1751  2.8884  0.1499
H  -2.2148  3.3931  -1.2174
H  -1.6524  3.7755  0.3531
H  2.7573  1.8913  -2.1587
H  1.6292  1.7228  -3.3686
H  2.4906  0.2858  -2.7182
O  0.2597  -2.5874  1.9232
H  -0.1975  -3.3455  1.5594
H  -0.2313  -1.8325  1.5987
O  -3.6007  5.3501  1.3508
H  -3.2587  5.9189  2.0405
H  -3.8057  5.9445  0.6291
O  -3.2178  2.9481  -4.3866
H  -3.7515  2.2774  -3.9606
H  -2.7986  3.4158  -3.6642
O  2.5223  4.4680  -2.9834
H  1.8772  4.2132  -3.6430
H  3.3568  4.4702  -3.4522
O  -0.5272  -0.0090  -5.7815
H  -1.2560  0.4446  -5.3579
H  -0.6154  -0.9197  -5.5003
O  -4.8694  2.8727  2.3622
H  -4.4599  3.3335  1.6300
H  -4.6797  1.9485  2.2005
O  3.8563  4.3599  -0.3859
H  3.9765  3.4346  -0.1719
H  4.6814  4.7738  -0.1328
O  -3.3258  -2.2620  -5.6347
H  -3.2157  -2.2426  -4.6841
H  -4.1708  -1.8387  -5.7871
O  4.9924  1.8383  -0.1352
H  5.0853  1.4035  0.7125
H  4.5209  1.2067  -0.6784
O  2.6574  -0.8437  2.5415
H  3.5983  -0.6958  2.6366
H  2.5879  -1.5224  1.8701
O  -2.2230  -3.8593  -1.6661
H  -1.4606  -4.1796  -2.1482
H  -2.9637  -4.0290  -2.2482
O  -5.5072  1.5354  -3.2241
H  -6.3968  1.6713  -2.8979
H  -5.0841  1.0011  -2.5520
O  0.2347  -4.4043  -3.0676
H  0.7308  -3.9080  -2.4166
H  0.4034  -5.3211  -2.8501
O  1.9623  2.3408  2.5025
H  2.2402  1.4402  2.3354
H  1.4216  2.5693  1.7463
O  -0.7101  4.0602  -3.5273
H  -0.0680  3.8342  -4.2003
H  -0.6071  3.3819  -2.8599
O  -0.5214  4.7641  2.2306
H  -0.9308  4.9943  1.3966
H  -0.9949  3.9856  2.5236
O  0.1355  6.0218  -1.5439
H  -0.1771  6.9231  -1.4648
H  -0.4384  5.6254  -2.1994

Results of the Mulliken charge analysis, in e, for atoms 1 through 4: 0.72 0.68 -0.21 -0.23

***

No. 3
DFT (ωB97M-V with the def2-TZVPD basis set) results for 2 unconnected molecules or ions with the total composition C3H2N2OS2.

Computed properties:
Frontier orbital gap, eV: 8.305
Total charge: 0
Spin multiplicity: 1
Energy above the lowest of the compared OMol25 structures with the same formula, charge and spin, kcal per mole: 103.9

Geometry (Å):
C  0.7375  -0.8510  -1.3819
C  -0.8640  0.4682  -1.0743
C  -0.8240  0.6068  2.1197
N  -0.2248  -0.2569  -2.0025
N  -0.2721  0.3580  0.0731
O  0.7813  -0.5762  -0.1185
S  0.2187  -0.6888  2.6678
S  0.5754  1.3890  2.8075
H  1.4771  -1.5791  -1.6770
H  -1.6052  1.1300  -1.4138

Results of the Mulliken charge analysis, in e, for atoms 1 through 4: 0.15 -0.12 0.05 -0.52

***

No. 4
DFT (ωB97M-V with the def2-TZVPD basis set) results for a molecular structure, C37H46N2NaP2.

Computed properties:
Frontier orbital gap, eV: 5.542
Total charge: -1
Spin multiplicity: 1
Energy above the lowest of the compared OMol25 structures with the same formula, charge and spin, kcal per mole: 20.9

Geometry (Å):
Na  0.4319  1.2517  0.0272
C  0.7970  0.8127  5.3201
C  1.0972  1.5599  4.0170
C  -0.0339  2.3614  3.3834
P  1.6874  0.4579  2.6975
C  3.4909  0.0181  3.1390
C  3.9568  -1.2333  2.4301
C  3.6804  -0.0684  4.6556
C  0.6937  -1.0986  2.9265
C  1.0074  -2.0857  3.8630
C  0.2118  -3.1641  4.0993
C  -1.0627  -3.2491  3.5286
C  -1.3747  -2.3595  2.5320
C  -0.4868  -1.3243  2.1526
N  -0.7738  -0.6050  1.0197
C  -1.3084  -1.3247  -0.0251
C  -0.7590  -2.5400  -0.4562
C  -1.4529  -3.3839  -1.3115
C  -2.7795  -3.1042  -1.6678
C  -3.3097  -1.8776  -1.3141
C  -2.5944  -0.9600  -0.5205
P  -3.2649  0.6721  -0.1022
C  -4.7501  0.3387  0.9734
C  -5.5948  -0.9156  0.7431
C  -4.3683  0.4435  2.4562
C  -4.0139  1.2811  -1.8039
C  -3.7431  0.4383  -3.0785
C  -3.8253  2.8145  -1.9347
H  1.0828  1.4127  6.2466
H  1.3431  -0.1052  5.4322
H  -0.2881  0.5170  5.4125
H  1.9074  2.2332  4.2373
H  -0.7331  1.7333  2.8413
H  0.4508  3.0854  2.6757
H  -0.6253  2.9119  4.1361
H  3.9892  0.9563  2.7126
H  3.6457  -2.1415  3.0004
H  5.0488  -1.2564  2.2723
H  3.5019  -1.3561  1.4383
H  3.1931  -0.9618  5.0039
H  3.3159  0.8154  5.2149
H  4.8206  -0.0975  4.8363
H  1.9710  -2.0616  4.3786
H  0.4992  -3.8533  4.8971
H  -1.7340  -4.0825  3.7705
H  -2.2988  -2.3986  1.9459
H  0.1192  -2.8932  0.0784
H  -0.9377  -4.2344  -1.7106
H  -3.4101  -3.8259  -2.1884
H  -4.3384  -1.6125  -1.6692
H  -5.3849  1.2387  0.7219
H  -4.9736  -1.8291  0.6855
H  -6.1976  -0.8501  -0.1802
H  -6.2818  -1.0346  1.6375
H  -3.8319  -0.4709  2.8057
H  -5.3051  0.5272  3.0323
H  -3.8101  1.3647  2.7640
H  -5.1017  1.1360  -1.6409
H  -2.7946  -0.0093  -3.0826
H  -3.7515  1.1281  -3.9642
H  -4.4404  -0.3579  -3.2275
H  -2.7434  3.0632  -2.1417
H  -4.1818  3.2739  -0.9763
H  -4.4539  3.2287  -2.7280
N  1.3245  1.1435  -2.0476
C  2.1214  0.9735  -2.9725
C  3.5749  1.4154  -2.7663
C  4.4955  1.5386  -3.8228
C  5.8303  1.7576  -3.6075
C  6.3371  2.1345  -2.3328
C  5.3809  2.1793  -1.3160
C  4.0325  1.7945  -1.5317
C  1.6191  0.3980  -4.3127
C  0.2299  0.5684  -4.5411
C  -0.2816  0.3323  -5.8150
C  0.5607  -0.1960  -6.8419
C  1.9145  -0.3463  -6.5864
C  2.4432  -0.1049  -5.3192
H  4.1215  1.5461  -4.8432
H  6.5497  1.6066  -4.4511
H  7.3926  2.3046  -2.2162
H  5.6707  2.5486  -0.3026
H  3.3408  1.8676  -0.7275
H  -0.3972  0.9537  -3.7317
H  -1.2893  0.6423  -6.0440
H  0.1411  -0.4126  -7.8176
H  2.5807  -0.6644  -7.4047
H  3.4776  -0.3300  -5.0661

Results of the Mulliken charge analysis, in e, for atoms 1 through 4: 0.88 -1.58 0.34 -1.19

***

No. 5
DFT (ωB97M-V with the def2-TZVPD basis set) results for a molecular structure, C23H23Cl42N3O4S2.

Computed properties:
Frontier orbital gap, eV: 8.517
Total charge: 0
Spin multiplicity: 1

Geometry (Å):
O  1.0763  0.3815  -0.2497
S  1.2250  -0.4836  -1.4957
O  1.9211  0.3991  -2.7554
C  2.5540  1.6226  -2.2932
C  2.9785  2.4414  -3.6366
S  2.9919  4.2791  -3.3998
C  1.4510  4.8444  -2.5766
N  1.2188  5.9444  -1.6988
N  -0.1057  5.8170  -1.3860
C  -0.6771  4.6827  -2.0352
O  0.2950  4.0203  -2.8250
O  -0.3898  -0.9209  -1.8650
C  -1.0652  0.1007  -2.5973
C  -2.1091  1.0918  -1.9848
C  -2.8820  2.1735  -2.7578
N  -2.6511  2.3778  -4.1440
C  -1.7179  1.4975  -4.7398
C  -0.8868  0.3397  -4.1429
H  3.4769  1.4356  -1.6360
H  1.8537  2.3246  -1.7254
H  2.1360  2.2118  -4.3963
H  3.9652  2.0360  -4.0654
H  -1.7669  4.4617  -1.8218
H  -2.3317  0.9780  -0.8554
H  -3.6477  2.8478  -2.2363
H  -1.5367  1.6773  -5.8651
H  -0.1555  -0.3056  -4.7481
C  5.0655  -1.4481  -0.8071
Cl  3.6647  -2.1455  -1.6422
Cl  6.3906  -1.1696  -1.9466
Cl  4.6239  0.0547  0.0212
H  5.4027  -2.1610  -0.0559
C  -3.5953  1.5980  2.4846
Cl  -3.3153  1.1399  0.7961
Cl  -2.5450  2.9451  2.9424
Cl  -5.2958  2.0181  2.7418
H  -3.3541  0.7447  3.1153
C  7.4686  3.0749  -1.7449
Cl  7.0661  4.0675  -3.1543
Cl  6.0940  2.0598  -1.2838
Cl  8.8936  2.0781  -2.0728
H  7.6987  3.7383  -0.9134
C  8.2287  -3.5527  1.1880
Cl  6.8292  -4.2453  0.3552
Cl  9.5538  -3.2735  0.0502
Cl  7.7818  -2.0475  2.0044
H  8.5663  -4.2636  1.9396
C  1.5583  -4.6840  1.2918
Cl  3.1931  -4.3072  1.8577
Cl  0.7880  -3.2420  0.6169
Cl  1.6010  -5.9815  0.0938
H  0.9695  -5.0208  2.1435
C  -3.3254  6.9246  -4.3923
Cl  -1.8359  6.6184  -3.4855
Cl  -2.9592  7.6194  -5.9790
Cl  -4.2626  5.4341  -4.5674
H  -3.9242  7.6422  -3.8346
C  -0.1954  -9.5084  -0.7076
Cl  0.5467  -8.5002  -1.9588
Cl  -0.7573  -8.5158  0.6451
Cl  -1.5325  -10.4505  -1.3829
H  0.5574  -10.2007  -0.3354
C  2.4637  4.7473  1.6785
Cl  3.8835  4.5357  2.7144
Cl  2.0985  3.2500  0.8109
Cl  1.0686  5.2681  2.6341
H  2.6859  5.5219  0.9463
C  -2.4323  -10.2246  4.1543
Cl  -2.1366  -10.7271  2.4845
Cl  -1.3373  -8.9111  4.6112
Cl  -4.1180  -9.7304  4.3657
H  -2.2399  -11.0736  4.8072
C  -4.1593  -1.7504  -5.1135
Cl  -3.0483  -0.3641  -5.0403
Cl  -4.6561  -2.0691  -6.7841
Cl  -3.4040  -3.1858  -4.4047
H  -5.0482  -1.5093  -4.5326
C  -3.2688  -5.2272  0.5865
Cl  -3.2762  -6.8065  1.3904
Cl  -1.6224  -4.5825  0.4499
Cl  -4.0251  -5.3432  -1.0093
H  -3.8517  -4.5359  1.1921
C  -2.4069  1.5772  6.8885
Cl  -3.5362  1.7427  5.5360
Cl  -0.8701  2.3707  6.5145
Cl  -3.1082  2.2452  8.3688
H  -2.2156  0.5177  7.0477
C  0.6494  2.7219  10.3717
Cl  2.1017  2.5133  11.3604
Cl  0.2700  1.2294  9.5008
Cl  -0.7195  3.2219  11.3750
H  0.8422  3.5049  9.6407
C  -7.0458  4.0129  -0.4200
Cl  -7.5050  4.9803  -1.8283
Cl  -8.3811  2.9647  0.0776
Cl  -5.5998  3.0537  -0.7686
H  -6.8175  4.6899  0.4010

Results of the Mulliken charge analysis, in e, for atoms 1 through 4: -0.43 0.32 -0.26 1.39

***

Number 1: HOMO energy -8.720 eV. Number 2: HOMO energy -6.205 eV. Number 3: HOMO energy -8.369 eV. Number 4: HOMO energy -3.507 eV. Number 5: HOMO energy -8.731 eV.